Entry 1:
An isolated ion of composition C22H40N and charge +1. Source: the OMol25 dataset; level of theory: the ωB97M-V functional and the def2-TZVPD basis.

Values from the calculation:
* ΔE to the lowest compared entry with this formula, charge and spin: 12.4 kJ/mol
* structure (SMILES): CCCCCCCCCCCCC[N+](C)(C)Cc1ccccc1
* E_tot: -24947.78642 eV

```
! wB97M-V def2-TZVPD RIJCOSX def2/J DEFGRID3
* xyz 1 1
H 0.729 5.061 -1.956
N 1.610 -3.516 1.865
H 0.634 1.896 1.466
C 1.872 0.969 -0.015
C -1.650 -3.479 2.808
C -1.387 -5.320 4.858
H 0.746 -5.397 1.470
H -1.034 5.594 -3.610
H 0.283 3.384 -0.180
C 1.667 0.328 2.455
H 1.848 1.579 -2.067
C -2.768 5.113 -5.698
C 1.059 3.212 -0.929
H -1.425 3.769 -1.970
H 2.802 1.473 0.255
H -3.168 4.319 -3.740
C 2.345 -3.992 3.049
H 1.999 3.603 -0.532
H 0.317 -6.044 3.800
H 0.247 1.267 -1.395
H 1.737 -3.862 3.942
H 1.462 3.812 -2.958
C -4.136 4.773 -6.276
H 0.074 0.310 0.978
C -1.038 4.552 -3.936
H -4.159 3.743 -6.625
C 2.270 -1.075 2.293
H -0.694 2.612 -3.085
H -2.762 6.155 -5.371
C 1.169 -2.101 2.044
H 2.479 1.004 2.726
H -0.100 -4.023 0.739
H 3.273 -3.437 3.163
H 0.475 -2.081 2.887
H -4.370 5.424 -7.115
H -1.780 -2.777 1.997
H 2.127 -0.039 -0.355
C -2.408 4.213 -4.518
H 2.983 -1.049 1.471
H 2.809 -1.306 3.212
H 3.397 -3.086 0.821
H -3.382 -2.790 3.850
C -0.589 -4.380 2.788
H -2.009 5.007 -6.476
H 1.962 -3.256 -0.203
H 0.959 0.318 3.287
H -0.280 4.448 -4.715
H 0.624 -1.819 1.142
H -2.415 3.170 -4.847
C -0.474 -5.309 3.817
C -2.562 -3.491 3.849
C 2.473 -3.642 0.678
C 1.221 1.714 -1.183
H -3.140 -4.418 5.689
C 0.394 -4.379 1.646
C -0.674 3.653 -2.756
H -1.288 -6.049 5.647
C 0.969 0.890 1.215
C -2.427 -4.406 4.879
H 2.725 -4.687 0.506
H -4.911 4.895 -5.521
C 0.704 3.995 -2.193
H 2.587 -5.047 2.935
*
```

Here are the natural (NBO) charges for atoms 1 to 2, given in e: number 1, H, carries 0.206; number 2, N, carries -0.199

---

Entry 2:
C22H41BeBr3Cl3N3NaO11S as an isolated structure in a non-equilibrium geometry. Source: the OMol25 dataset; level of theory: the ωB97M-V functional and the def2-TZVPD basis.

Values from the calculation:
* E_tot: -313805.37920 eV

```
! wB97M-V def2-TZVPD RIJCOSX def2/J DEFGRID3
* xyz 1 1
C -8.347 -1.092 -3.732
Cl 2.454 -8.330 -5.183
H 2.264 -4.489 2.964
C -2.190 -0.386 -1.915
C 5.780 1.250 3.457
C -3.076 2.842 -2.838
H 7.207 4.874 9.909
H -1.142 2.535 -0.077
O 7.252 3.933 5.721
H -4.952 2.339 -1.016
S -2.480 0.667 0.287
H -9.611 -2.809 -5.520
C -1.905 2.191 -2.054
C -8.982 -2.036 -5.964
H 4.777 -0.183 4.646
O -6.018 0.730 -1.822
H -7.937 -0.087 -3.618
N 6.609 1.553 4.475
Cl 1.064 -5.889 -4.453
H -9.601 -1.173 -6.216
H -6.452 -2.197 -6.291
N -7.952 -1.641 -5.019
H 8.366 3.537 9.789
C 6.404 3.134 8.960
Br 6.893 3.297 11.783
H -2.812 2.996 -0.201
Be 1.258 0.622 2.639
H 3.040 -2.138 2.714
O -1.846 0.681 1.571
H -1.855 -1.285 -2.434
H -8.533 -2.427 -6.874
H -4.046 0.850 -3.364
H 1.046 -7.959 -3.355
C 2.609 -4.089 2.020
Br -0.015 -0.924 2.028
C 1.809 -7.376 -3.853
O 3.854 -1.153 0.471
C -5.407 1.981 -1.945
N 4.845 0.272 3.754
H 2.268 0.371 -1.112
H 6.508 3.593 7.973
H 3.612 1.063 0.774
O 5.832 1.785 2.362
O -5.739 -1.455 -4.539
Na -5.172 3.891 -3.883
O -3.905 0.544 0.406
H -4.824 2.252 -4.053
C 7.324 3.794 9.947
C 3.062 -4.490 -0.448
C -4.307 1.873 -3.124
C 3.087 2.014 0.676
H 3.702 2.651 0.042
H 6.380 4.198 5.402
H -9.430 -1.055 -3.662
C 3.483 -2.309 0.583
H 6.567 1.117 5.378
O -1.828 -0.532 -0.522
C 3.023 -2.833 1.885
H -3.464 3.678 -2.189
C 3.471 -3.230 -0.575
C -2.100 2.230 -0.503
H 1.207 2.772 -0.055
C 2.597 -5.019 0.862
H -2.672 3.256 -3.767
H 7.307 2.269 4.315
H 3.045 -5.184 -1.284
Cl 3.072 -7.004 -2.676
H -7.950 -1.713 -2.929
O 2.220 -6.163 0.978
O -1.587 0.700 -3.985
H 3.811 -2.823 -1.519
H 5.362 3.162 9.266
H 1.090 1.157 0.699
H -1.042 2.842 -2.232
H -5.329 0.107 -1.561
O 1.822 1.223 -1.221
H 3.014 2.477 1.669
H -3.280 -0.390 -1.980
H -0.429 0.697 -2.328
C -1.498 0.795 -2.567
H -0.817 1.178 -4.313
H 4.212 0.013 3.018
Br 6.863 1.263 8.689
C -6.646 -1.769 -5.294
H -6.236 2.688 -2.220
C 1.718 1.815 0.059
*
```

Here are the Mulliken charges for atoms 1 to 2, given in e: number 1, C, carries -0.768; number 2, Cl, carries -0.112

---

Entry 3:
A 10-piece molecular cluster, C22H41Cl8N3O3S3 overall in a non-equilibrium geometry. Source: the OMol25 dataset; level of theory: the ωB97M-V functional and the def2-TZVPD basis.

Values from the calculation:
* E_tot: -166772.89800 eV

```
! wB97M-V def2-TZVPD RIJCOSX def2/J DEFGRID3
* xyz 0 1
C -5.473 -1.635 -2.867
H 0.163 -3.160 -2.740
H -0.427 -1.770 1.714
H -1.081 1.389 -0.387
H -5.483 -2.455 -3.524
C 6.074 1.160 -1.657
O -2.169 3.230 -1.772
H 5.065 -0.252 1.380
H -2.422 -4.873 -1.517
C 4.760 0.878 -1.962
Cl 3.802 -0.785 3.192
Cl -5.089 -0.161 -3.732
H 3.466 0.279 1.267
O -2.680 -1.992 -0.762
S -1.374 -2.712 -0.745
H 4.386 0.316 -2.805
N -0.719 1.260 -3.250
H 0.456 -0.205 -5.861
H -1.754 0.045 -4.512
C -2.337 -2.808 3.360
H -1.400 1.646 -2.604
H 0.964 2.420 -2.463
H -3.471 -1.611 1.848
Cl 2.079 -5.587 4.197
S -2.343 3.999 -0.490
Cl 2.732 4.585 3.006
C 3.207 -5.136 2.871
C 0.636 1.689 -3.189
H -0.679 -1.590 -2.665
H -1.683 -3.015 -3.030
H -2.551 6.176 -1.571
C 4.705 2.192 -0.216
Cl 3.655 -2.008 0.470
C 0.348 0.324 -4.935
H -1.561 -3.047 5.448
S 0.629 -0.256 0.326
H -4.642 -1.761 -2.196
C 6.048 1.971 -0.488
H -4.682 3.394 -0.388
C -1.935 -4.462 -0.645
H 2.330 1.226 -4.555
Cl -6.837 -1.614 -1.677
C 1.305 1.114 -4.254
H -2.440 -4.245 0.279
N 3.944 1.500 -1.118
C -3.006 -1.696 2.811
H -0.900 1.258 1.422
H 6.921 0.898 -2.193
Cl 2.866 -6.094 1.452
C 0.349 -1.069 1.950
C 4.073 -0.612 1.498
H 6.858 2.372 0.059
H -2.032 -0.608 5.636
H 2.677 2.285 2.093
H 4.269 2.875 0.512
C -0.826 0.473 -4.350
N -2.467 -1.227 4.905
H -1.109 -5.129 -0.506
H -0.873 5.610 -1.402
H -1.803 0.025 0.389
C -1.884 5.662 -0.878
H -2.213 -3.780 2.952
H -1.689 6.302 -0.055
H -3.446 0.254 3.891
H 2.506 2.480 3.904
Cl 0.425 2.919 2.813
C -1.980 -2.447 4.639
H -4.427 4.926 0.485
H 1.339 -1.509 2.182
C -3.002 -0.704 3.748
H 0.057 -0.321 2.717
H 3.085 -4.047 2.692
C 2.245 2.887 2.922
C -0.976 0.678 0.467
C -4.148 4.336 -0.397
H 4.207 -5.268 3.268
C -0.786 -2.655 -2.516
H -4.414 4.889 -1.278
H 2.933 1.569 -1.115
O 1.647 0.810 0.502
*
```

Here are the Mulliken charges for atoms 1 to 2, given in e: number 1, C, carries 0.587; number 2, H, carries 0.382

---

| no. | HOMO (eV) |
| --- | --- |
| 1 | -12.17 |
| 2 | -8.03 |
| 3 | -8.00 |